i:
C3H8S2 | ωB97M-V/def2-TZVPD

The value obtained for the frontier orbital gap is 4.62 eV. For the LUMO energy, the calculation gives -3.761 eV.

Geometry as ORCA input:
```
! wB97M-V def2-TZVPD RIJCOSX def2/J DEFGRID3
* xyz 0 1
C -0.73 0.16 -0.41
C -1.83 0.56 -1.39
S -1.40 0.16 1.22
S 2.34 -0.50 -0.34
C 2.08 -0.61 1.42
H -1.49 0.60 -2.42
H 0.11 0.87 -0.44
H -0.37 -0.83 -0.60
H -2.22 1.59 -1.13
H -2.64 -0.11 -1.34
H 1.17 -0.02 1.72
H 2.02 -1.72 1.74
H 2.95 -0.16 1.96
*
```

***

ii:
C3H8S2 | ωB97M-V/def2-TZVPD

The SMILES is CSCCS. The value obtained for the frontier orbital gap is 9.62 eV. For the LUMO energy, the calculation gives 0.852 eV.

Geometry as ORCA input:
```
! wB97M-V def2-TZVPD RIJCOSX def2/J DEFGRID3
* xyz 0 1
S -0.82 -0.13 2.95
S -0.35 -0.61 -1.40
C 1.08 0.33 -2.08
C -0.97 -0.79 1.23
C -0.35 0.14 0.24
H 0.10 0.89 2.73
H 1.28 -0.11 -3.06
H 1.94 0.26 -1.43
H 0.78 1.37 -2.21
H -0.51 -1.77 1.16
H -2.01 -0.95 1.02
H 0.67 0.26 0.57
H -0.85 1.12 0.27
*
```

***

Quick ranking, most stable first: ii, i.

***

i:
C5H7NS | ωB97M-V/def2-TZVPD

The SMILES is S=C1C[C@@H]2N[C@@H]2C1. The value obtained for the frontier orbital gap is 8.44 eV. For the LUMO energy, the calculation gives -0.269 eV.

Geometry as ORCA input:
```
! wB97M-V def2-TZVPD RIJCOSX def2/J DEFGRID3
* xyz 0 1
C 0.50 -0.34 1.11
C -0.97 -0.45 0.78
C -1.04 -0.02 -0.67
C 0.30 0.25 -1.19
C 1.34 -0.06 -0.14
H -1.68 0.13 1.38
H -1.26 -1.52 0.88
H -1.89 -0.30 -1.25
H -0.22 1.75 -0.11
H 0.59 0.07 -2.21
H 2.02 0.84 0.01
H 1.83 -1.03 -0.26
N -0.60 1.39 -0.92
S 1.08 -0.72 2.57
*
```

***

ii:
C5H7NS | ωB97M-V/def2-TZVPD

The SMILES is C=CN(C=C)C=S. The value obtained for the frontier orbital gap is 8.34 eV. For the LUMO energy, the calculation gives -0.116 eV.

Geometry as ORCA input:
```
! wB97M-V def2-TZVPD RIJCOSX def2/J DEFGRID3
* xyz 0 1
C 2.51 -0.88 -0.58
C 1.95 0.02 0.27
C 0.24 1.46 0.02
C -1.00 2.03 -0.33
C -0.25 -0.83 0.44
H 3.61 -0.99 -0.68
H 1.71 -1.56 -0.96
H 2.48 0.84 0.93
H 0.88 2.32 0.33
H -0.99 3.21 0.05
H -1.99 1.72 -0.59
H 0.33 -1.67 1.07
N 0.59 0.18 0.33
S -1.93 -0.99 -0.09
*
```

***

iii:
C5H7NS | ωB97M-V/def2-TZVPD

The SMILES is C=C1SC[C@@H]2N[C@@H]12. The value obtained for the frontier orbital gap is 9.29 eV. For the LUMO energy, the calculation gives 0.797 eV.

Geometry as ORCA input:
```
! wB97M-V def2-TZVPD RIJCOSX def2/J DEFGRID3
* xyz 0 1
C -0.25 -2.31 0.10
C 0.16 -1.07 -0.27
C 0.01 1.42 -1.09
C -0.57 1.00 0.24
C 0.50 -0.02 0.65
H -0.14 -2.65 1.14
H -0.42 -3.06 -0.57
H 0.88 2.07 -0.99
H -0.72 1.99 -1.60
H -1.51 0.51 0.16
H 0.49 1.28 2.10
H 1.48 0.32 0.44
N -0.23 0.77 1.63
S 0.31 -0.23 -1.94
*
```

***

Quick ranking, most stable first: i, ii, iii.

***

i:
C5H7NS | ωB97M-V/def2-TZVPD

The SMILES is C1=NSC[C@@H]2C[C@@H]12. The value obtained for the frontier orbital gap is 9.14 eV. For the LUMO energy, the calculation gives 0.892 eV.

Geometry as ORCA input:
```
! wB97M-V def2-TZVPD RIJCOSX def2/J DEFGRID3
* xyz 0 1
C -1.05 0.91 0.61
C 1.04 -0.83 -0.80
C -0.20 -1.19 -0.18
C -1.63 -1.55 -0.69
C -1.21 -0.07 -0.52
H -1.33 1.98 0.42
H -1.50 0.53 1.65
H 1.75 -1.45 -1.44
H -0.17 -1.44 0.91
H -1.68 -2.03 -1.70
H -2.15 -2.24 0.13
H -0.97 0.45 -1.51
N 1.68 0.12 -0.16
S 0.79 1.23 0.76
*
```

***

ii:
C5H7NS | ωB97M-V/def2-TZVPD

The SMILES is S=C1C[C@H]2N[C@@H]2C1. The value obtained for the frontier orbital gap is 8.48 eV. For the LUMO energy, the calculation gives -0.237 eV.

Geometry as ORCA input:
```
! wB97M-V def2-TZVPD RIJCOSX def2/J DEFGRID3
* xyz 0 1
C 1.35 0.02 -0.04
C 0.43 -1.25 0.10
C -0.84 -0.63 -0.46
C -0.83 0.64 0.33
C 0.44 1.29 -0.19
H 0.40 -1.54 1.15
H 0.85 -2.05 -0.47
H -0.68 -0.45 -1.52
H -2.57 -0.26 0.69
H -0.67 0.42 1.40
H 0.40 1.60 -1.25
H 0.85 2.12 0.43
N -2.09 0.07 -0.13
S 2.96 0.01 -0.04
*
```

***

iii:
C5H7NS | ωB97M-V/def2-TZVPD

The value obtained for the frontier orbital gap is 9.73 eV. For the LUMO energy, the calculation gives 0.910 eV.

Geometry as ORCA input:
```
! wB97M-V def2-TZVPD RIJCOSX def2/J DEFGRID3
* xyz 0 1
C 0.63 -0.13 -0.82
C -0.63 -0.88 -0.28
C -0.21 1.08 -0.24
C -0.07 0.67 1.24
C -0.47 -0.59 1.27
H 2.82 -0.91 -1.18
H 0.76 -0.04 -1.85
H -0.95 -1.86 -0.64
H -2.25 0.51 -0.23
H -0.03 2.13 -0.56
H 0.31 1.21 2.05
H -0.81 -1.20 2.10
N -1.38 0.33 -0.75
S 2.28 -0.32 -0.10
*
```

***

Quick ranking, most stable first: iii, i, ii.

***

i:
CH4N2S2 | ωB97M-V/def2-TZVPD

The value obtained for the frontier orbital gap is 8.04 eV. For the LUMO energy, the calculation gives -0.415 eV.

Geometry as ORCA input:
```
! wB97M-V def2-TZVPD RIJCOSX def2/J DEFGRID3
* xyz 0 1
C 0.02 0.77 -0.13
H -2.84 -0.42 -1.07
H -0.26 -1.23 -0.08
H -0.37 1.80 -0.29
H 3.19 -0.36 1.48
N -0.74 -0.28 -0.28
N 1.33 0.88 0.19
S -2.47 -0.41 0.23
S 2.15 -0.74 -0.06
*
```

***

ii:
CH4N2S2 | ωB97M-V/def2-TZVPD

The SMILES is S/N=C/NS. The value obtained for the frontier orbital gap is 9.12 eV. For the LUMO energy, the calculation gives 0.212 eV.

Geometry as ORCA input:
```
! wB97M-V def2-TZVPD RIJCOSX def2/J DEFGRID3
* xyz 0 1
C 0.14 -0.03 -0.07
H 1.35 1.73 2.34
H 0.46 -0.90 1.56
H -0.03 0.97 -0.63
H -1.71 -1.55 -2.54
N 0.64 0.11 1.19
N 0.11 -1.16 -0.67
S 0.02 1.48 2.14
S -0.41 -1.03 -2.39
*
```

***

Quick ranking, most stable first: ii, i.